[1]
{
  "formula": "C3H7N3O",
  "method": "ωB97M-V/def2-TZVPD",
  "e_above_lowest_kj_mol": 110.9,
  "gap_ha": 0.3382,
  "spin_multiplicity": 1,
  "e_lumo_ev": 0.85,
  "smiles": "C/N=C(/N)C(N)=O",
  "homo_ha": -0.3068,
  "molar_mass_da": 101.109,
  "species": ["C", "N", "C", "N", "C", "N", "O", "H", "H", "H", "H", "H", "H", "H"],
  "positions_angstrom": [[-0.083, 0.263, -2.103], [-0.014, 0.605, -0.719], [-0.064, 0.448, 0.528], [-0.235, 1.531, 1.365], [0.119, -0.825, 1.397], [0.533, -1.891, 0.681], [-0.082, -0.824, 2.602], [-0.605, 1.074, -2.641], [-0.594, -0.677, -2.379], [0.924, 0.226, -2.547], [-0.459, 1.371, 2.337], [-0.590, 2.362, 0.916], [0.736, -1.765, -0.298], [0.721, -2.769, 1.137]]
}

[2]
{
  "formula": "C8H12N2O",
  "method": "ωB97M-V/def2-TZVPD",
  "e_above_lowest_kj_mol": 751.3,
  "gap_ha": 0.2626,
  "spin_multiplicity": 1,
  "e_lumo_ev": 0.39,
  "homo_ha": -0.2482,
  "molar_mass_da": 152.197,
  "species": ["C", "C", "C", "C", "C", "C", "C", "C", "H", "H", "H", "H", "H", "H", "H", "H", "H", "H", "H", "H", "N", "N", "O"],
  "positions_angstrom": [[-1.205, -0.133, -1.697], [-1.105, 0.575, -0.314], [-1.594, 2.816, 0.615], [1.944, -2.055, -0.652], [2.745, -1.384, 0.153], [2.139, -0.788, 1.281], [0.819, -0.742, 1.348], [0.066, -1.606, 0.536], [-1.333, 0.503, -2.630], [-2.097, -0.982, -1.975], [-0.204, -0.472, -1.828], [-2.260, 1.924, -1.247], [-0.661, 2.712, 1.382], [-1.348, 3.701, -0.064], [-2.528, 2.859, 1.432], [2.250, -2.490, -1.610], [3.788, -1.642, 0.456], [2.719, -0.387, 2.291], [0.356, -0.279, 2.144], [-0.998, -1.765, 0.499], [-1.788, 1.778, -0.331], [0.638, -2.319, -0.401], [-0.343, 0.177, 0.613]]
}

[3]
{
  "formula": "C4H12N3S",
  "method": "ωB97M-V/def2-TZVPD",
  "e_above_lowest_kj_mol": 168.5,
  "gap_ha": 0.3914,
  "spin_multiplicity": 1,
  "e_lumo_ev": -3.22,
  "smiles": "CC/[N+](C)=C(\\N)NS",
  "charge": 1,
  "homo_ha": -0.5097,
  "molar_mass_da": 134.228,
  "species": ["C", "C", "N", "C", "C", "N", "N", "S", "H", "H", "H", "H", "H", "H", "H", "H", "H", "H", "H", "H"],
  "positions_angstrom": [[2.148, 0.908, 0.601], [1.552, 0.298, -0.728], [0.352, -0.443, -0.513], [0.505, -1.806, -0.042], [-0.818, 0.172, -0.320], [-1.026, 1.483, -0.243], [-2.165, -0.604, 0.173], [-3.633, 0.220, 0.139], [1.187, 1.165, 1.099], [2.636, 0.082, 1.192], [2.801, 1.739, 0.586], [2.394, -0.304, -1.186], [1.426, 1.183, -1.353], [0.720, -2.516, -0.856], [-0.479, -2.015, 0.314], [1.199, -1.968, 0.773], [-2.054, 1.717, -0.341], [-0.452, 2.093, -0.685], [-2.265, -1.578, -0.087], [-4.027, 0.173, 1.479]]
}